[1]
DFT (ωB97M-V/def2-TZVPD) results for a cluster of 3 separate species, C30H54N2O9P2SSi in total.

Output
**E_LUMO**: -0.220 eV
**Kohn-Sham gap**: 7.8 eV
**SMILES string**: C[Si](C)(C)N1c2ccccc2Sc2ccc(C[C@@H](O)CN)cc21.CCOP(=O)(OCC)OCC.CCOP(=O)(OCC)OCC
**HOMO level**: -8.054 eV

```
99
Properties=species:S:1:pos:R:3:lowdin_charge:R:1
C -5.9908 1.9976 -1.7289 -0.1676
Si -4.2664 2.7833 -1.6295 0.5331
C -4.5660 4.6540 -1.8604 -0.1801
C -3.1732 2.2543 -3.0758 -0.1584
N -3.5310 2.6080 -0.0105 -0.0696
C -3.6144 1.2752 0.5181 -0.2846
C -4.7679 0.9593 1.2569 -0.0322
C -4.9525 -0.2812 1.8513 -0.0739
C -3.9503 -1.2527 1.6886 -0.0890
C -2.7966 -0.9787 0.9713 -0.0980
C -2.6428 0.2849 0.3973 -0.4219
S -1.1488 0.7126 -0.5034 1.0144
C -1.0203 2.4614 -0.1214 -0.4259
C 0.1983 3.1213 0.0134 -0.0858
C 0.2330 4.4695 0.3446 -0.0452
C -0.9344 5.2219 0.5344 -0.1840
C -0.8672 6.7189 0.8711 -0.0866
C -2.2556 7.3900 1.0093 -0.3975
O -2.8325 7.0435 2.2693 -0.0379
C -2.1907 8.9431 0.7747 -0.2117
N -2.3896 9.1992 -0.6781 -0.0093
C -2.1414 4.5314 0.4038 0.0243
C -2.2113 3.1738 0.0722 -0.2661
H -6.4993 2.5431 -2.5479 0.0336
H -5.9646 0.9431 -2.0386 0.0344
H -6.5921 2.1823 -0.8278 0.0293
H -4.9595 5.1268 -0.9479 0.0305
H -3.6156 5.1288 -2.1639 0.0290
H -5.2808 4.7970 -2.6868 0.0312
H -3.0077 3.1330 -3.7289 0.0344
H -3.6955 1.5217 -3.7172 0.0347
H -2.1762 1.8888 -2.7992 -0.0049
H -5.5525 1.7071 1.4112 0.1170
H -5.8282 -0.5299 2.4508 0.1057
H -4.0877 -2.2250 2.1725 0.1050
H -2.0294 -1.7491 0.8660 0.0717
H 1.1454 2.5886 -0.1100 0.1058
H 1.2078 4.9534 0.4618 0.1178
H -0.3326 6.8735 1.8216 0.1307
H -0.3531 7.2193 0.0298 0.1255
H -2.9583 7.0179 0.2463 0.1243
H -2.2947 7.4424 2.9648 0.0948
H -3.0446 9.3387 1.3461 0.1170
H -1.2268 9.3509 1.1135 0.1108
H -1.9944 8.3980 -1.1711 0.0538
H -3.3909 9.1062 -0.8442 0.0655
H -3.0805 5.0604 0.5738 0.1060
C 3.6636 -4.4245 -3.4779 -0.0778
C 4.9729 -4.2508 -2.7262 -0.2804
O 5.4236 -2.8980 -2.7264 -0.2038
P 4.5670 -1.7926 -1.8736 0.5959
O 4.8985 -2.1515 -0.4617 -0.2119
O 5.5642 -0.5029 -2.0757 -0.2086
C 6.1851 0.1186 -0.9510 -0.2928
C 7.5134 -0.5310 -0.6063 -0.0747
O 3.7264 -1.2942 -3.2240 -0.1887
C 2.3429 -0.9448 -3.0385 -0.2722
C 2.1475 0.1124 -1.9694 -0.0899
H 2.8349 -3.9768 -2.9211 0.0575
H 3.4378 -5.4834 -3.6130 0.0799
H 3.7068 -3.9408 -4.4536 0.0837
H 4.8725 -4.6050 -1.6952 0.1109
H 5.7521 -4.8401 -3.2092 0.1182
H 5.5100 0.1156 -0.0944 0.1014
H 6.3506 1.1662 -1.2107 0.1142
H 7.4580 -1.6190 -0.6198 0.0716
H 7.8508 -0.2136 0.3819 0.0767
H 8.2742 -0.2502 -1.3372 0.0745
H 1.7721 -1.8449 -2.7899 0.1055
H 1.9731 -0.5781 -3.9959 0.1236
H 2.4888 -0.2407 -0.9884 0.0764
H 1.0944 0.3736 -1.8788 0.0138
H 2.7181 1.0117 -2.2062 0.0906
C -0.5048 -7.5554 4.0278 -0.0820
C 0.8343 -6.9184 4.3616 -0.2872
O 1.4921 -6.4023 3.2085 -0.2080
P 0.8465 -5.0956 2.4581 0.5852
O 1.1499 -3.9927 3.4183 -0.2168
O 2.0038 -4.8141 1.3314 -0.2112
C 2.7331 -3.5802 1.3187 -0.2945
C 3.9676 -3.6465 2.1974 -0.0753
O 0.0620 -6.0521 1.3329 -0.1951
C -1.2505 -5.6397 0.9200 -0.2781
C -1.2808 -4.2183 0.3916 -0.0882
H -1.2381 -6.7927 3.7501 0.0585
H -0.8983 -8.0941 4.8913 0.0785
H -0.4105 -8.2449 3.1891 0.0835
H 0.7062 -6.1205 5.0994 0.1113
H 1.4981 -7.6689 4.7906 0.1177
H 2.0833 -2.7524 1.6074 0.1045
H 3.0347 -3.3903 0.2915 0.0732
H 3.7631 -4.1108 3.1624 0.0718
H 4.3704 -2.6485 2.3704 0.0753
H 4.7406 -4.2511 1.7197 0.0751
H -1.9440 -5.7452 1.7599 0.1052
H -1.5724 -6.3315 0.1416 0.1226
H -0.9854 -3.4977 1.1636 0.0589
H -2.2872 -3.9581 0.0593 0.0820
H -0.5889 -4.1007 -0.4433 0.0894
```

[2]
DFT (ωB97M-V/def2-TZVPD) results for a cluster of 3 separate species, C36H83FN7O9P6S in total.

Output
**Charge**: -1
**E_LUMO**: 1.652 eV
**Kohn-Sham gap**: 4.5 eV
**HOMO level**: -2.819 eV

```
143
Properties=species:S:1:pos:R:3:lowdin_charge:R:1
C 2.5082 3.4752 -1.0837 -0.1140
C 2.8750 1.9944 -1.2764 -0.2657
C 2.1078 1.3015 -2.3867 -0.2269
C 0.5890 1.1359 -2.0829 -0.2373
C 0.3972 0.1111 -0.9565 -0.2417
P -1.1262 -1.0661 -0.8612 0.5339
C -1.5346 -1.0073 -2.7076 -0.3446
C -2.3069 0.1742 -3.3304 -0.2636
C -3.8433 -0.0187 -3.3846 -0.2358
C -4.6664 1.1916 -2.9620 -0.2926
N -6.0240 1.0602 -3.5880 -0.0235
P -2.6095 0.5688 -0.1838 0.8177
O -1.8340 2.0223 -0.4805 -0.3285
O -2.6734 0.5184 1.4800 -0.3291
P -2.8567 -2.5732 -0.5991 0.8818
C -4.1409 -2.3688 0.6856 -0.4836
C -3.7604 -2.6943 2.1631 -0.1597
C -2.8373 -4.3037 -1.2279 -0.4888
C -1.8720 -4.6656 -2.3705 -0.1719
O 0.0391 -2.3844 -1.0621 -0.3135
C 0.5912 -2.9410 0.0816 -0.6816
S 0.0152 -4.6003 0.6624 0.8928
C 2.0708 -3.1368 -0.3326 -0.1904
C 2.9911 -3.8584 0.6747 -0.2078
C 3.4290 -5.2906 0.2477 -0.1506
C 3.1036 -6.3488 1.2788 -0.2479
C 3.5763 -6.2007 2.5787 -0.0454
C 3.3000 -7.1588 3.5372 -0.0923
C 2.5355 -8.2664 3.2149 -0.1096
C 2.0660 -8.4132 1.9222 -0.0958
C 2.3455 -7.4623 0.9541 -0.0636
C 0.2898 -1.9032 1.2663 -0.5383
F -0.1329 -2.7256 2.3808 -0.1163
P 1.6952 -0.9808 2.0688 0.5525
O 2.9261 -0.7938 1.2685 -0.2849
O 1.1046 0.4663 2.4405 -0.1089
O 2.0529 -1.6966 3.4532 -0.1214
O -0.7897 -1.2127 0.9428 -0.2818
H 2.4326 3.9849 -2.0467 0.0668
H 1.5878 3.5543 -0.5062 0.0643
H 3.3224 3.9651 -0.5440 0.0589
H 2.8086 1.4778 -0.3168 0.0905
H 3.9388 1.9664 -1.5465 0.0978
H 2.4937 0.2869 -2.5404 0.1053
H 2.1872 1.8093 -3.3550 0.1014
H 0.2641 2.1332 -1.7797 0.0823
H 0.1395 0.9327 -3.0529 0.0790
H 1.3365 -0.4349 -0.8728 0.0598
H 0.3551 0.6868 -0.0261 0.0654
H -2.0772 -1.8946 -3.0263 0.0371
H -0.5632 -1.0693 -3.2122 0.0756
H -2.0269 1.1688 -2.9828 0.0748
H -2.0207 0.1567 -4.3907 0.1006
H -4.1454 -0.2817 -4.4045 0.1024
H -4.1422 -0.8611 -2.7536 0.0729
H -4.2468 2.1444 -3.2937 0.0965
H -4.8212 1.1686 -1.8855 0.0546
H -6.7304 1.4803 -2.9942 0.0594
H -6.2138 0.0621 -3.5641 0.0523
H -2.2580 2.6809 0.0806 0.0365
H -3.6016 0.6470 1.6958 0.0189
H -4.6799 -1.4225 0.6210 0.0306
H -4.9073 -3.1163 0.4377 0.0512
H -3.6888 -1.8047 2.7866 0.0480
H -2.8467 -3.2849 2.1611 0.0451
H -4.5346 -3.3326 2.6066 0.0481
H -3.8502 -4.5505 -1.5647 0.0507
H -2.6658 -5.0184 -0.4136 0.0271
H -1.1130 -5.3526 -1.9947 0.0344
H -1.3394 -3.8249 -2.8073 0.0395
H -2.3941 -5.2083 -3.1619 0.0590
H 0.5773 -5.3514 -0.2963 -0.1179
H 2.5319 -2.1883 -0.5945 0.0907
H 2.0217 -3.7189 -1.2564 0.1093
H 2.6061 -3.8480 1.6937 0.0876
H 3.9159 -3.2756 0.6910 0.1006
H 4.4896 -5.2906 -0.0096 0.1123
H 2.8901 -5.5675 -0.6623 0.0909
H 4.1508 -5.3175 2.8304 0.1152
H 3.6955 -7.0171 4.5360 0.0969
H 2.2989 -9.0191 3.9559 0.0938
H 1.4606 -9.2797 1.6846 0.0975
H 1.9547 -7.5896 -0.0485 0.1071
H 1.6998 0.8523 3.0958 0.0745
H 3.0137 -1.7102 3.5709 0.0706
O 4.7103 -1.2852 5.7429 -0.2851
P 5.9270 -0.8987 6.5270 0.7171
N 5.3221 -1.1599 8.1106 -0.3176
C 5.7966 -0.4678 9.2887 -0.1434
C 5.1215 -2.5763 8.4033 -0.1363
N 5.8883 0.7992 6.0769 -0.3172
C 5.3931 1.7844 7.0204 -0.1442
C 5.2619 0.9446 4.7586 -0.1464
N 7.6194 -0.9226 6.9698 -0.2998
C 8.4351 0.2815 7.0131 -0.1340
C 8.3240 -1.9568 6.1714 -0.1345
H 6.7850 -0.8169 9.6269 0.0808
H 5.0912 -0.6361 10.1056 0.0841
H 5.8416 0.6074 9.1497 0.0439
H 6.0773 -3.1108 8.5230 0.0774
H 4.5522 -3.0512 7.6044 0.0740
H 4.5486 -2.6911 9.3242 0.0797
H 4.4362 1.4960 7.4751 0.0897
H 5.2498 2.7389 6.5099 0.0817
H 6.1141 2.0046 7.8103 0.0541
H 4.1728 0.8455 4.8217 0.0749
H 5.6234 0.2057 4.0500 0.0740
H 5.4923 1.9319 4.3501 0.0830
H 8.4085 0.8693 6.0937 0.0838
H 9.4700 -0.0184 7.1937 0.0820
H 8.1637 0.9059 7.8638 0.0691
H 8.3869 -1.6882 5.1106 0.0830
H 7.7982 -2.9130 6.2482 0.0755
H 9.3357 -2.1138 6.5454 0.0756
O -6.2632 4.8708 -4.1131 -0.2754
P -5.7176 5.5888 -5.2964 0.6879
N -6.7235 6.9777 -5.3602 -0.3160
C -6.9661 7.7569 -6.5537 -0.1466
C -6.5226 7.8596 -4.2156 -0.1421
N -6.1395 4.4436 -6.5481 -0.3087
C -7.1843 4.7438 -7.5163 -0.1556
C -6.3911 3.0914 -6.0246 -0.1495
N -4.3672 6.2640 -6.1754 -0.2996
C -4.0519 5.8958 -7.5465 -0.1375
C -3.1391 6.1430 -5.3490 -0.1319
H -6.1080 8.3850 -6.8410 0.0816
H -7.8155 8.4219 -6.3770 0.0821
H -7.2404 7.1423 -7.4034 0.0400
H -5.5524 8.3793 -4.2619 0.0783
H -6.5703 7.2911 -3.2870 0.0720
H -7.3114 8.6127 -4.1790 0.0768
H -8.1092 5.1054 -7.0471 0.0867
H -7.4249 3.8427 -8.0827 0.0787
H -6.8642 5.4624 -8.2747 0.0531
H -7.3916 3.0059 -5.5876 0.0804
H -5.6749 2.8073 -5.2647 0.0353
H -6.3166 2.3605 -6.8334 0.0815
H -3.9589 4.8201 -7.7067 0.0849
H -3.0991 6.3614 -7.8097 0.0808
H -4.7783 6.3159 -8.2416 0.0662
H -2.8196 5.1010 -5.2345 0.0851
H -3.3156 6.5539 -4.3510 0.0746
H -2.3170 6.7072 -5.7896 0.0747
```

[3]
DFT (ωB97M-V/def2-TZVPD) results for a cluster of 2 separate species, C9H10N2O2S in total.

Output
**E_LUMO**: 0.578 eV
**Kohn-Sham gap**: 8.6 eV
**SMILES string**: NC(N)=C(S)c1ccccc1.O=C=O
**Relative energy (zero: lowest compared OMol25 entry of this formula, charge and spin)**: 27.7 kcal/mol
**HOMO level**: -8.062 eV

```
24
Properties=species:S:1:pos:R:3:nbo_charge:R:1
N -1.1775 1.5532 -1.0811 -0.8373
C -1.7821 0.7899 -0.0146 0.3626
N -3.1405 1.0997 0.1682 -0.8191
C -1.0204 -0.1134 0.6611 -0.3190
S -1.8834 -1.0516 1.9646 -0.0362
C 0.4586 -0.1579 0.5222 -0.0487
C 1.3509 0.9566 0.5734 -0.2054
C 2.6624 0.7389 0.2356 -0.2051
C 3.2001 -0.5487 0.0312 -0.2066
C 2.3084 -1.6007 0.1601 -0.2064
C 0.9927 -1.3885 0.3172 -0.2091
H -0.3156 1.1477 -1.4318 0.3834
H -0.8931 2.4366 -0.7616 0.3662
H -3.5467 0.3312 0.7654 0.3891
H -3.7723 1.1921 -0.6189 0.3930
H -1.4265 -2.3204 1.4409 0.1447
H 0.9314 1.8812 0.7915 0.2071
H 3.2159 1.6255 0.3092 0.2079
H 4.2084 -0.5719 -0.1507 0.2142
H 2.6478 -2.5955 -0.1660 0.2137
H 0.2147 -2.2376 0.2887 0.2046
O -0.4394 -1.3024 -2.3449 -0.5022
C -1.0560 -2.0053 -1.7235 1.0351
O -1.5896 -2.7437 -1.0459 -0.5265
```

[4]
DFT (ωB97M-V/def2-TZVPD) results for a structure of composition C50H38BrF4MoN5P2Se2.

Output
**Charge**: +2
**E_LUMO (alpha / beta)**: -6.903 / -6.906 eV
**Kohn-Sham gap (alpha / beta)**: 4.9 / 5.2 eV
**Relative energy (zero: lowest compared OMol25 entry of this formula, charge and spin)**: 19.7 kcal/mol
**Spin multiplicity**: 3
**HOMO level (alpha / beta)**: -11.812 / -12.109 eV

```
103
Properties=species:S:1:pos:R:3:lowdin_charge:R:1
Mo -0.0819 -0.0801 0.2559 0.8987
C 3.8879 5.1741 2.0919 -0.0327
C 2.7315 4.2234 1.9622 -0.2516
C 1.4908 4.6436 1.4884 -0.0119
C 0.4495 3.7531 1.3329 -0.0163
C 0.5791 2.4024 1.6717 -0.2946
N -0.4997 1.5070 1.4871 -0.1328
C -1.7460 2.0120 1.8889 -0.2379
C -1.8336 2.7644 3.0773 -0.0012
C -3.0050 3.3324 3.5112 -0.0101
C -4.1951 3.1711 2.7956 -0.2613
C -5.4791 3.7831 3.2756 -0.0325
C -4.1439 2.3923 1.6597 0.0137
C -2.9465 1.8305 1.2011 -0.1329
N -3.0455 0.9286 0.0861 -0.1067
C -4.1051 0.7671 -0.7222 -0.0200
C -4.0737 -0.5120 -1.2415 0.0507
C -2.9355 -1.0874 -0.6860 -0.2647
N -2.2922 -0.1958 0.0738 -0.1642
C 1.8251 1.9822 2.1345 -0.1818
C 2.8840 2.8785 2.2567 0.0207
N 2.0882 0.6016 2.3932 -0.0499
C 3.1368 0.1306 3.1019 -0.0196
C 3.3817 -1.1640 2.7121 -0.0109
C 2.4175 -1.4361 1.7439 -0.1657
N 1.6258 -0.3780 1.5672 -0.2064
H 3.5514 6.2088 2.0504 0.0828
H 4.6047 5.0240 1.2821 0.0918
H 4.4179 5.0273 3.0335 0.0875
H 1.3456 5.6843 1.2225 0.1235
H -0.5029 4.0956 0.9481 0.1275
H -0.9294 2.9025 3.6552 0.1280
H -3.0070 3.9036 4.4327 0.1288
H -5.4162 4.8726 3.2667 0.0927
H -5.6966 3.4794 4.3008 0.0889
H -6.3209 3.4922 2.6479 0.0804
H -5.0679 2.1873 1.1344 0.1139
H -4.8308 1.5510 -0.8603 0.1473
H -4.7941 -0.9487 -1.9116 0.1294
H -1.3202 -2.5429 -1.0668 -0.0586
H 3.8616 2.5181 2.5519 0.1236
H 3.6363 0.7555 3.8224 0.1407
H 4.1403 -1.8286 3.0882 0.1202
H 2.2368 -2.3401 1.1862 0.0952
F -4.1117 -5.5370 -1.9426 0.1895
C -3.5328 -4.7089 -1.1010 -0.1042
C -3.2768 -5.0902 0.2049 -0.0702
F -3.6053 -6.2833 0.6055 0.2248
C -2.6340 -4.2233 1.1169 -0.2035
F -2.4490 -4.6985 2.3339 0.1571
C -2.2155 -2.9832 0.7477 -0.1881
P -1.1751 -1.9219 1.8622 1.1119
C -2.4407 -1.5531 3.1416 -0.3085
C -2.2578 -1.9026 4.4804 -0.0703
C -3.2307 -1.6076 5.4257 -0.0466
C -4.4046 -0.9753 5.0510 -0.0478
C -4.6164 -0.6680 3.7156 -0.0538
C -3.6491 -0.9581 2.7685 -0.0867
C 0.0102 -3.0928 2.5812 -0.3808
C 0.6728 -2.7307 3.7552 -0.1346
C 1.6378 -3.5606 4.3029 -0.0601
C 1.9904 -4.7360 3.6579 -0.0437
C 1.3843 -5.0713 2.4546 -0.0450
C 0.4002 -4.2565 1.9187 -0.1119
C -2.5164 -2.5247 -0.6116 -0.2570
Br 0.4222 -2.2360 -1.2474 0.3898
C -3.2143 -3.4191 -1.4705 -0.1263
F -3.5396 -3.0102 -2.6692 0.1980
H -1.3812 -2.4373 4.8039 0.0863
H -3.0669 -1.8896 6.4578 0.1185
H -5.1616 -0.7477 5.7910 0.1182
H -5.5456 -0.2088 3.4012 0.1157
H -3.8733 -0.7465 1.7380 0.0875
H 0.4590 -1.7858 4.2386 0.1144
H 2.1266 -3.2773 5.2263 0.1213
H 2.7442 -5.3849 4.0849 0.1191
H 1.6713 -5.9760 1.9342 0.1194
H -0.0468 -4.5346 0.9724 0.0936
Se 2.1588 0.7290 -0.8736 0.4707
P 1.1462 1.4147 -2.6743 0.2781
Se -0.8478 1.4189 -1.8223 0.4793
C 1.6641 3.0321 -3.2419 -0.3946
C 1.1217 4.1913 -2.6928 -0.0991
C 1.5770 5.4273 -3.1211 -0.0591
C 2.5770 5.5062 -4.0821 -0.0498
C 3.1239 4.3496 -4.6231 -0.0532
C 2.6664 3.1097 -4.2101 -0.0685
C 1.3239 0.2789 -4.0554 -0.4374
C 2.3558 -0.6528 -4.0965 -0.1207
C 2.4885 -1.4759 -5.2064 -0.0583
C 1.5940 -1.3694 -6.2613 -0.0532
C 0.5612 -0.4396 -6.2167 -0.0565
C 0.4256 0.3885 -5.1164 -0.0877
H 0.3489 4.1266 -1.9357 0.0718
H 1.1475 6.3309 -2.7080 0.1131
H 2.9291 6.4739 -4.4159 0.1163
H 3.9001 4.4146 -5.3742 0.1164
H 3.0785 2.2089 -4.6496 0.1115
H 3.0448 -0.7451 -3.2662 0.0790
H 3.2929 -2.1994 -5.2458 0.1148
H 1.7013 -2.0125 -7.1261 0.1154
H -0.1339 -0.3587 -7.0425 0.1148
H -0.3770 1.1158 -5.0820 0.1090
```

[5]
DFT (ωB97M-V/def2-TZVPD) results for an isolated molecule of C12H16N6O3.

Output
**E_LUMO**: 0.475 eV
**Kohn-Sham gap**: 9.0 eV
**SMILES string**: N[C@@H](Cc1c[nH]cn1)C(=O)N[C@@H](Cc1c[nH]cn1)C(=O)O
**Relative energy (zero: lowest compared OMol25 entry of this formula, charge and spin)**: 49.9 kcal/mol
**HOMO level**: -8.568 eV

```
37
Properties=species:S:1:pos:R:3:nbo_charge:R:1
N 1.5632 0.5190 1.1448 -0.8503
C 0.2844 0.1035 1.5942 -0.1309
C -0.3186 0.8915 2.7556 -0.4274
C -1.4866 0.1466 3.1707 0.0628
C -2.7251 0.5638 3.2526 -0.0677
N -3.4671 -0.4955 3.8136 -0.5551
C -2.5555 -1.4726 4.0190 0.1949
N -1.3530 -1.1683 3.6636 -0.4774
C -0.6093 0.2305 0.4035 0.7199
O -1.6810 0.8341 0.4825 -0.6582
N -0.2257 -0.3977 -0.7451 -0.6393
C -0.5575 0.1413 -2.0279 -0.1490
C 0.5218 -0.2590 -3.0682 -0.4215
C 1.9755 -0.1279 -2.7275 0.1095
C 2.8865 0.2524 -3.6593 -0.1315
N 4.1099 0.0995 -3.0130 -0.4998
C 3.8701 -0.2064 -1.7607 0.1987
N 2.5579 -0.2834 -1.5001 -0.5349
C -2.0380 -0.2906 -2.4794 0.7960
O -2.1700 -0.6995 -3.6125 -0.5953
O -3.0122 -0.0130 -1.6301 -0.6765
H 1.9341 -0.0574 0.3979 0.3945
H 2.1457 0.5213 1.9731 0.3588
H 0.1787 -1.0045 1.9740 0.2091
H -0.4589 1.9532 2.4804 0.2328
H 0.3750 0.9435 3.5879 0.2178
H -3.2237 1.5438 2.9671 0.2250
H -4.3440 -0.3305 4.3381 0.4203
H -2.8328 -2.4466 4.4587 0.1921
H 0.7246 -0.8210 -0.7568 0.4256
H -0.5411 1.2386 -2.0653 0.2064
H 0.3276 -1.3259 -3.1870 0.2306
H 0.3930 0.2169 -4.0578 0.2417
H 2.6897 0.6685 -4.6733 0.2331
H 5.0003 0.3268 -3.4420 0.4247
H 4.7175 -0.4044 -1.1194 0.2021
H -2.6553 0.6091 -0.9518 0.5185
```

Max |F| (eV Å⁻¹)
7.945, 6.523, 4.397, 0.834, 3.979